The following is a DFT calculation (ωB97M-V with the def2-TZVPD basis set) of C19H41BCl16GaO3 as an isolated structure in a non-equilibrium geometry.

CARTESIAN COORDINATES (ANGSTROEM)
1 C 0.91000 -0.70333 3.14554
2 C -0.28542 -0.48887 2.39945
3 C -1.61921 -0.72827 3.12962
4 Ga -2.98120 0.81465 2.96096
5 O -4.48099 0.12898 1.99839
6 B -5.42819 -0.49967 2.77988
7 O -6.66939 -0.88428 2.12787
8 O -5.33537 -0.77716 4.17642
9 H 1.12464 -1.76396 3.41107
10 H 1.60378 0.12438 3.39908
11 H -0.16832 -0.19892 1.32125
12 H -1.37955 -0.89418 4.21165
13 H -2.12197 -1.66911 2.75155
14 H -2.37813 2.16357 2.35219
15 H -3.47953 1.14297 4.46789
16 H -6.58855 -1.83672 2.01314
17 H -4.94855 -1.63734 4.35166
18 Cl 2.25693 -0.39818 -2.26012
19 C 2.02519 -2.13551 -1.91977
20 C 0.62270 -2.43982 -1.45412
21 Cl 0.29551 -1.76624 0.16438
22 H 2.76568 -2.43575 -1.17953
23 H 2.23487 -2.66988 -2.84616
24 H 0.48539 -3.51629 -1.38395
25 H -0.12341 -2.04567 -2.14414
26 Cl -0.71436 4.58335 3.57060
27 C -1.15916 6.01295 2.60557
28 C -2.63950 6.04982 2.29282
29 Cl -3.11021 4.76163 1.15951
30 H -0.55627 6.00736 1.69855
31 H -0.88202 6.89016 3.19383
32 H -2.89494 6.99757 1.81983
33 H -3.24101 5.94602 3.19495
34 Cl -0.95224 7.34686 -0.05046
35 C -1.11063 7.13242 -1.81167
36 C -1.87363 8.26613 -2.45812
37 Cl -3.59469 8.26574 -1.99878
38 H -1.59066 6.17124 -1.99045
39 H -0.09939 7.08934 -2.21753
40 H -1.83453 8.16474 -3.54273
41 H -1.45317 9.23413 -2.18985
42 Cl -1.24580 -4.57836 2.03994
43 C -1.74952 -4.82735 3.72860
44 C -3.17498 -5.32222 3.83273
45 Cl -4.35660 -4.08168 3.34642
46 H -1.61045 -3.88674 4.26157
47 H -1.07140 -5.56634 4.15662
48 H -3.39895 -5.58522 4.86686
49 H -3.33808 -6.20299 3.21310
50 Cl 5.61284 -5.46735 -4.32821
51 C 5.09340 -5.75480 -2.64905
52 C 3.66993 -6.25859 -2.57104
53 Cl 2.48848 -5.01050 -3.04023
54 H 5.21975 -4.82726 -2.09276
55 H 5.77110 -6.49927 -2.23097
56 H 3.43596 -6.54625 -1.54543
57 H 3.51661 -7.12616 -3.21164
58 Cl 4.91391 2.39770 -6.86757
59 C 4.38814 2.09900 -5.18992
60 C 2.96520 1.59512 -5.11727
61 Cl 1.78499 2.84706 -5.58202
62 H 4.51363 3.02287 -4.62759
63 H 5.06427 1.35154 -4.77506
64 H 2.73204 1.30144 -4.09464
65 H 2.81290 0.73195 -5.76312
66 Cl -1.13309 -5.35266 -2.33864
67 C -1.20797 -6.76789 -1.26136
68 C -0.21000 -7.83377 -1.65238
69 Cl -0.62526 -8.61427 -3.19994
70 H -2.22787 -7.14887 -1.27462
71 H -0.99056 -6.41089 -0.25420
72 H -0.19440 -8.61892 -0.89619
73 H 0.79519 -7.42392 -1.74120
74 Cl 3.46350 4.79192 -1.04548
75 C 3.24402 5.13995 0.68902
76 C 2.43664 6.39695 0.91848
77 Cl 3.31994 7.86586 0.42632
78 H 4.22942 5.20793 1.14728
79 H 2.72378 4.28474 1.12094
80 H 2.21248 6.50309 1.98018
81 H 1.49639 6.37037 0.37214

Computed properties:
Frontier orbital gap (eV): 5.403
Charge: -1
Spin multiplicity: 1
E_LUMO (Ha): 0.0585

---

The following is a DFT calculation (ωB97M-V with the def2-TZVPD basis set) of a 4-piece molecular cluster, C19H41BNO8 overall in a non-equilibrium geometry.

CARTESIAN COORDINATES (ANGSTROEM)
1 C 1.26198 -2.40833 -2.71752
2 C 0.14718 -1.47482 -3.05079
3 C 0.24504 0.15753 -3.17054
4 C -0.51259 0.95430 -1.91050
5 N -1.86303 0.22213 -1.77150
6 C -2.92424 -0.02363 -2.85981
7 C -4.26736 0.85834 -2.39782
8 O -5.24814 0.06916 -1.63723
9 C -5.68797 0.74959 -0.40956
10 O -5.90096 2.06277 -0.25924
11 C -6.01708 -0.18571 0.93641
12 C -6.18196 -1.78298 0.59149
13 C -1.90812 -0.17432 -0.43684
14 O -2.96592 -0.95067 0.22847
15 C -0.62101 0.29484 0.46374
16 C 0.46771 0.90965 -0.59688
17 O 1.56893 -0.06321 -0.52171
18 B 0.97268 2.46613 -0.43424
19 C 2.42153 2.85944 -1.14340
20 O 0.22944 3.53701 0.25808
21 H 1.17848 -3.50434 -3.18139
22 H 2.15846 -2.12705 -2.00764
23 H -0.92231 -1.95640 -3.22896
24 H -0.25722 0.56022 -4.16659
25 H 1.35598 0.57334 -3.17333
26 H -0.67496 2.05643 -2.27915
27 H -3.21550 -1.15760 -2.96552
28 H -2.60375 0.45828 -3.90378
29 H -4.79254 1.22170 -3.39594
30 H -3.84393 1.79745 -1.84291
31 H -5.03609 -0.09164 1.60928
32 H -6.88944 0.25535 1.59056
33 H -6.49625 -1.95821 -0.53034
34 H -5.14581 -2.35389 0.74259
35 H -6.92433 -2.30494 1.36454
36 H -3.11376 -1.76685 -0.35934
37 H -0.98825 1.28194 1.02315
38 H -0.25844 -0.35867 1.36631
39 H 2.25542 0.07589 -1.23798
40 H 2.88130 3.86160 -0.74194
41 H 3.24031 2.01932 -1.04501
42 H 2.18844 2.95426 -2.30515
43 H 0.44495 3.55623 1.24195
44 C 1.49972 0.43018 5.16124
45 C 0.32984 1.03673 4.41448
46 O 0.80219 1.83944 3.34270
47 H 2.15496 1.21520 5.55282
48 H 1.15253 -0.18820 5.99382
49 H 2.10771 -0.18784 4.49251
50 H -0.26243 1.67091 5.08083
51 H -0.32311 0.25791 4.00876
52 H 1.31964 1.26520 2.75235
53 C 2.39972 -6.83328 -0.31952
54 C 1.22984 -6.22674 -1.06629
55 O 1.70219 -5.42403 -2.13807
56 H 3.05496 -6.04826 0.07205
57 H 2.05253 -7.45166 0.51304
58 H 3.00771 -7.45130 -0.98826
59 H 0.63757 -5.59255 -0.39994
60 H 0.57689 -7.00555 -1.47201
61 H 2.21964 -5.99826 -2.72842
62 C 5.92064 4.90203 1.73573
63 C 4.48889 4.42446 1.86306
64 O 4.35463 3.13452 1.28497
65 H 6.22177 4.93909 0.68365
66 H 6.03999 5.89747 2.17272
67 H 6.60548 4.21161 2.23882
68 H 3.81029 5.10519 1.34045
69 H 4.18444 4.37232 2.91286
70 H 4.95490 2.53578 1.76163

Computed properties:
Frontier orbital gap (eV): 7.945
Charge: +1
Spin multiplicity: 1
E_LUMO (Ha): -0.1381

---

no.,E (eV),HOMO energy (eV)
1,-279924.443,-3.8
2,-38899.232,-11.7